# 1
{"formula": "C5H15CrN5O18S2", "method": "wB97M-V/def2-TZVPD", "symbols": ["Cr", "S", "O", "O", "O", "O", "S", "O", "O", "O", "O", "C", "N", "O", "O", "H", "H", "H", "C", "N", "O", "O", "H", "H", "H", "C", "N", "O", "O", "H", "H", "H", "C", "N", "O", "O", "H", "H", "H", "C", "N", "O", "O", "H", "H", "H"], "xyz": [[0.282413, -0.532165, 0.161359], [1.333053, -2.765115, 1.157969], [0.555543, -3.329745, 2.264479], [1.518743, -1.350515, 1.429299], [2.546853, -3.449245, 0.876769], [0.434453, -2.593425, 0.035679], [-2.428007, -1.419855, 1.553549], [-2.534747, -2.850965, 1.283209], [-3.743227, -0.841605, 1.683879], [-1.673727, -1.498815, 2.759829], [-1.599477, -0.847915, 0.504599], [-2.996307, 1.820815, -0.795801], [-1.546457, 2.210805, -0.454151], [-0.636647, 1.397885, -0.688901], [-1.410817, 3.133865, 0.310559], [-3.457337, 1.220185, -0.011711], [-3.034927, 1.247965, -1.722331], [-3.559617, 2.750895, -0.871521], [4.192483, -1.459255, -1.790261], [2.745413, -1.325505, -2.191621], [2.409063, -1.657935, -3.298521], [2.013593, -0.890305, -1.311411], [4.637323, -1.539585, -2.782111], [4.272403, -2.327145, -1.135681], [4.444223, -0.524125, -1.290021], [1.922513, 3.541945, -0.840681], [2.532143, 2.204585, -0.682281], [1.987933, 1.387685, 0.097889], [3.577533, 1.980675, -1.276881], [1.093533, 3.493565, -1.546761], [2.658273, 4.268235, -1.186011], [1.637243, 3.830775, 0.170899], [-2.287087, -2.421345, -2.027041], [-1.230887, -1.748315, -2.781761], [-1.169907, -2.088455, -3.979421], [-0.548257, -0.916515, -2.203251], [-1.751567, -3.096795, -1.359901], [-2.933807, -2.936695, -2.737161], [-2.778797, -1.657985, -1.424051], [-1.342597, 2.037665, 3.976699], [-0.149517, 1.235205, 3.399259], [-0.108377, 1.018655, 2.196779], [0.755083, 0.933455, 4.202919], [-1.929137, 2.359725, 3.116259], [-0.877187, 2.750755, 4.657119], [-1.821417, 1.244005, 4.550229]], "forces_ev_per_a": [[-1.0302, -1.1984, 0.6238], [-3.1306, -3.6137, 4.8821], [1.6472, -0.3752, -0.7523], [1.8421, 5.4938, 1.0818], [2.2402, -0.7481, -1.0909], [-2.0701, 0.0808, -4.7342], [-0.9051, -6.7119, 3.4197], [-1.6105, -1.3666, -2.7569], [-1.2579, 2.3889, -0.7599], [1.6159, 3.3000, 3.4052], [1.2774, 3.2461, -3.2799], [0.7546, 0.2551, 0.0115], [-2.9833, -2.4859, -1.0168], [1.7535, -1.1515, -1.0595], [0.4012, 2.9120, 1.9171], [0.4541, -0.1981, 0.3409], [0.2942, 0.1167, 0.0362], [0.2089, 0.0358, -0.1405], [-0.7026, 0.3864, -0.9572], [-0.3374, 0.2474, 1.8819], [-0.0787, -0.0321, -0.3184], [0.7748, 0.0023, -1.1998], [0.6518, -0.2830, 0.4577], [-0.0371, 0.0601, -0.0836], [0.0217, -0.2331, 0.0528], [-0.0167, 0.5752, 0.5547], [-0.3307, -2.1264, 1.4454], [1.4078, 2.3039, -1.7304], [-0.4256, 0.0507, 0.0236], [-0.1026, -0.2554, 0.4123], [0.2057, -0.4827, -0.1795], [-0.6016, -0.1028, -0.2958], [-0.0804, -0.0870, 0.6216], [-0.4236, -0.1485, -0.9518], [0.8617, 1.1150, 1.2015], [-0.2694, -0.6687, -1.5766], [-0.2764, -0.0287, 0.3979], [0.1775, 0.1265, 0.2059], [0.0187, -0.3014, 0.1324], [1.2401, -1.9173, -0.4459], [1.5194, 0.0657, -0.0851], [-0.3552, 0.5312, 1.5780], [-1.7136, 0.5440, -1.1787], [0.1064, 0.2408, 0.3515], [-0.3055, 0.2084, -0.3807], [-0.4300, 0.2295, -0.0611]], "charge": -2, "orbital_gap_ev": [4.40, 4.57], "energy_ha": -3668.01751, "e_homo_ev": [-0.35, -0.51], "spin_multiplicity": 5}

# 2
{"formula": "C19H20F3N2", "method": "wB97M-V/def2-TZVPD", "symbols": ["C", "C", "C", "C", "C", "C", "N", "C", "C", "F", "F", "F", "C", "C", "C", "N", "C", "C", "C", "C", "C", "C", "C", "C", "H", "H", "H", "H", "H", "H", "H", "H", "H", "H", "H", "H", "H", "H", "H", "H", "H", "H", "H", "H"], "xyz": [[-4.937202, -1.703110, -1.101368], [-3.674488, -0.934329, -0.888701], [-2.579686, -1.144812, -1.724914], [-1.380779, -0.458872, -1.513093], [-1.265657, 0.398337, -0.404722], [-0.007315, 1.054517, 0.077130], [-0.083715, 1.257157, 1.442236], [0.207703, 2.729161, 1.942150], [0.056742, 3.069857, 3.386075], [-0.068053, 4.436552, 3.542766], [1.145116, 2.669413, 4.121664], [-1.070651, 2.488620, 3.927743], [1.312230, 0.284214, -0.459342], [2.497464, 0.834838, -0.970110], [2.920438, 2.235363, -1.056226], [3.446112, -0.147329, -1.154209], [2.890373, -1.388216, -0.905146], [3.491647, -2.647680, -0.948379], [2.694845, -3.759707, -0.628019], [1.361927, -3.586371, -0.245499], [0.787331, -2.300874, -0.136746], [1.528485, -1.169975, -0.520528], [-2.406466, 0.681030, 0.334709], [-3.587383, -0.005484, 0.143642], [-5.737323, -1.359825, -0.432866], [-5.281328, -1.624308, -2.142502], [-4.766676, -2.772728, -0.916773], [-2.660020, -1.847995, -2.542772], [-0.544792, -0.629447, -2.191409], [0.156478, 2.048709, -0.375211], [-0.850088, 0.956662, 2.102973], [0.660875, 0.630063, 1.717883], [-0.414394, 3.435287, 1.390680], [1.262695, 2.900367, 1.656024], [2.032991, 2.855591, -1.229958], [3.412134, 2.612875, -0.136972], [3.612700, 2.387996, -1.895825], [4.406933, -0.007936, -1.464770], [4.536261, -2.727477, -1.219585], [3.123593, -4.759456, -0.660559], [0.740548, -4.470961, -0.047745], [-0.243476, -2.189734, 0.203070], [-2.312078, 1.430222, 1.126792], [-4.414041, 0.239805, 0.798396]], "forces_ev_per_a": [[-0.4241, -0.3864, -0.1391], [-0.3250, -0.0805, 0.1493], [0.4975, 0.7429, 0.2998], [-0.0494, -0.0512, 0.2362], [-0.8491, -0.1208, -0.6463], [1.6219, -0.5784, -6.9395], [1.1018, 1.6637, 7.1363], [1.3101, -0.5847, -2.0311], [-0.1946, 0.4386, 2.6290], [0.2569, -2.1945, -0.5061], [-1.4823, 0.3592, -0.8865], [1.3013, 0.4880, -0.6754], [-0.2570, -0.1074, 0.2656], [-0.0823, -0.7125, 1.6211], [-0.0583, 1.2061, -0.1810], [-0.5149, 0.0233, -0.3041], [-0.7621, -0.0010, 0.1840], [-0.7699, -0.1794, 0.1523], [0.5343, 0.7073, -0.1945], [-0.6949, 0.6456, 0.1118], [0.1462, -0.6550, -0.2785], [0.6234, -0.3616, 0.9381], [0.3377, -0.1750, 0.3757], [0.1174, 0.3923, -0.2013], [0.2105, -0.1208, -0.2387], [0.0497, 0.0610, 0.2957], [-0.0804, 0.2199, 0.0249], [0.0125, 0.0224, -0.0509], [-0.1264, 0.0258, 0.3345], [-0.5261, -0.1986, 0.0059], [-0.0084, -0.1741, -1.8603], [0.8853, 0.0898, 1.1324], [-0.1812, -0.4501, -0.2353], [-0.5585, 0.1347, 0.1621], [0.2947, 0.1161, -0.0712], [-0.1544, -0.3472, -0.4090], [-0.2148, 0.0591, 0.2316], [-0.6371, 0.1326, 0.0951], [-0.0209, -0.1897, -0.0125], [-0.0959, 0.2424, -0.0443], [0.3513, 0.5086, 0.0668], [0.2708, -0.1521, -0.1188], [-0.6567, -0.2142, -0.2267], [-0.1987, -0.2445, -0.1972]], "charge": 1, "orbital_gap_ev": 8.37, "energy_ha": -1144.86878, "e_homo_ev": -11.13}

# 3
{"formula": "C20H30NO", "method": "wB97M-V/def2-TZVPD", "symbols": ["C", "C", "H", "C", "H", "H", "C", "C", "C", "C", "C", "C", "C", "C", "H", "H", "C", "H", "H", "H", "H", "H", "C", "H", "H", "H", "H", "H", "H", "H", "H", "N", "H", "H", "C", "C", "C", "C", "C", "C", "C", "O", "H", "H", "H", "H", "H", "H", "H", "H", "H", "H"], "xyz": [[0.238185, 3.293006, -0.099870], [-0.275232, 2.020865, 0.392493], [-0.014763, 2.039509, 1.428951], [0.006811, 0.710586, -0.360947], [-0.226746, 0.691050, -1.553441], [-0.759175, -0.132390, 0.091081], [1.310689, 0.083007, -0.016122], [1.325316, -1.277564, -0.599894], [2.683602, -1.896581, -0.457646], [3.304004, -1.761543, 1.045876], [3.281447, -0.019985, 1.366610], [4.176721, 0.547505, 0.246697], [3.773153, 0.053066, -1.180067], [3.699992, -1.172363, -1.327529], [4.662748, -1.718657, -1.416494], [3.247066, -1.455001, -2.256547], [2.392989, 0.692301, -1.139333], [1.942912, 0.646470, -2.124191], [2.541073, 2.035687, -1.088119], [4.389733, 0.766794, -1.668394], [5.233912, 0.019429, 0.347946], [4.238102, 1.615300, 0.718325], [1.941722, 0.521045, 1.290194], [1.213596, -0.010934, 2.133281], [2.025289, 1.640371, 1.228988], [3.799309, -0.041148, 2.354714], [4.266424, -2.345700, 1.149258], [2.643961, -2.044549, 1.743564], [2.586452, -3.029002, -0.464347], [0.705968, -1.827881, 0.300782], [0.962510, -1.349305, -1.533246], [-1.955827, 2.173411, 0.202466], [-2.228807, 2.042276, -0.614832], [-2.153715, 3.052449, 0.514061], [-2.784229, 1.264841, 1.218560], [-2.948188, 0.165086, 0.670354], [-2.844210, -1.170017, 1.246549], [-3.150332, -2.408929, 1.166882], [-3.572211, -2.510751, -0.400382], [-3.791498, -1.303574, -1.120676], [-3.317687, -0.254253, -0.537477], [-3.619423, 1.031287, -1.235096], [-3.945274, 0.691520, -2.308453], [-4.041416, -1.666769, -2.217986], [-3.881178, -3.465153, -0.899399], [-2.896084, -3.366329, 1.512538], [-2.480497, -1.185057, 2.490556], [-2.136308, 1.102952, 2.228435], [-3.691150, 1.917817, 1.245883], [1.129454, 3.354723, 0.023276], [0.031253, 3.412886, -1.302248], [-0.180836, 4.227052, 0.252464]], "forces_ev_per_a": [[-10.1173, 0.9747, -6.3409], [-3.4154, -0.4766, -1.8378], [-0.7295, -0.9104, 0.9276], [-2.7379, -1.8755, 0.2518], [0.6351, 0.5355, 2.8755], [1.5363, 2.2259, -1.0759], [3.4508, 3.7153, -5.0748], [0.1713, -2.5144, 8.4411], [1.9864, -1.7436, 3.9578], [0.3572, 3.7889, -3.0865], [3.9539, -5.2918, -0.4541], [3.2549, -1.3599, 3.6977], [-1.3128, 17.9367, 5.4302], [0.0591, -16.7101, -3.5929], [-0.2456, 0.1231, 0.6070], [0.0708, 0.2892, -1.6669], [-1.3971, 4.8873, -0.7275], [-0.5698, -0.3729, -0.3298], [-0.3807, -3.9773, 0.2426], [0.7249, -0.3367, -1.9219], [-1.7017, 1.4067, 0.4847], [0.3660, -1.0275, -2.5792], [-3.3834, -1.9830, 1.4744], [1.7248, 1.9937, -1.3277], [-0.4977, -0.9055, 0.7929], [-0.5907, 0.8401, -0.6482], [-0.8714, 1.2655, -0.1763], [-2.5131, -1.8016, 2.5727], [0.4453, 1.3100, -1.3068], [0.5068, 0.2779, -2.6554], [-1.7565, -0.2307, -3.1198], [6.4257, -0.9963, 11.8717], [-2.9963, -1.6944, -9.6095], [-0.5609, 3.2352, 0.5820], [3.6443, 12.2175, 5.5699], [-1.9341, -18.4930, -4.1385], [3.4062, 4.7755, 10.7485], [-2.4262, -2.9069, -10.1486], [-1.1641, -0.1306, 2.2311], [-0.1529, -9.7611, -2.5654], [-1.7964, 10.6586, -2.4230], [-1.3724, -3.1936, -5.9770], [1.3967, 1.9243, 4.8330], [0.3548, 2.2284, 2.0737], [0.4938, 0.8246, 0.6717], [0.2767, -0.4495, 1.6300], [-0.3791, 1.2266, -2.8524], [-1.7844, 1.0720, -2.1106], [0.3260, -0.6390, 0.9313], [11.0226, 0.6642, 1.3373], [0.7078, -0.4898, 2.7126], [-0.5108, -0.1256, 0.7986]], "charge": 1, "orbital_gap_ev": 8.57, "energy_ha": -909.24632, "e_homo_ev": -11.64}

> Which formula does entry 2 have?

C19H20F3N2

> What is the formula in the first record?

C5H15CrN5O18S2